# 1
Below is a molecular structure, C64H61AsCl2N6O3RuSb, with properties calculated with wB97M-V/def2-TZVPD.

Last column: Mulliken charge in e.
Element x y z (Å)
1 Ru -0.2227 0.1546 0.3224  2.29
2 Cl 1.4414 -6.7379 0.7801  -0.23
3 C 0.4961 -5.2839 0.6640  -0.21
4 C 1.1237 -4.1205 0.2463  -0.87
5 C 0.4083 -2.9334 0.1603  -0.88
6 N 0.9660 -1.6686 -0.1389  1.64
7 C 2.1533 -1.5791 -0.7758  -0.82
8 O 2.7889 -2.4612 -1.3423  -0.73
9 C 2.7226 -0.1854 -0.7446  -0.01
10 C 4.0840 0.0201 -0.8549  -0.76
11 C 4.5658 1.3103 -0.7159  -1.25
12 C 3.6692 2.3514 -0.5221  -0.70
13 C 2.3207 2.0631 -0.4720  -1.13
14 N 1.8610 0.8103 -0.5632  2.39
15 C -0.9440 -2.9174 0.4764  -0.99
16 C -1.5706 -4.0871 0.8865  -0.34
17 C -0.8527 -5.2663 0.9844  -0.15
18 Cl -1.6871 -6.6997 1.5068  -0.24
19 N -1.5609 -1.6539 0.3928  2.12
20 C -2.8922 -1.5510 0.2806  -0.22
21 O -3.7468 -2.4281 0.1901  -0.77
22 C -3.3684 -0.1186 0.2864  -0.30
23 C -4.7204 0.1744 0.2979  -0.49
24 C -5.1098 1.4997 0.3959  -0.91
25 C -4.1361 2.4838 0.5155  -0.97
26 C -2.8079 2.1071 0.4898  -1.56
27 N -2.4402 0.8282 0.3412  1.63
28 H 2.1706 -4.1451 -0.0156  0.62
29 H 4.7222 -0.8339 -1.0373  0.65
30 H 5.6306 1.5053 -0.7569  0.51
31 H 4.0052 3.3734 -0.4049  0.50
32 H 1.5688 2.8354 -0.3901  0.19
33 H -2.6229 -4.0818 1.1164  0.59
34 H -5.4176 -0.6505 0.2472  0.64
35 H -6.1612 1.7641 0.4005  0.48
36 H -4.3964 3.5280 0.6304  0.60
37 H -2.0071 2.8265 0.5950  0.59
38 C -1.6144 6.5492 -2.5365  -1.21
39 N -0.8717 5.5673 -1.7574  0.20
40 C 0.1970 6.0719 -0.9121  -0.92
41 C -1.1688 4.2467 -1.7453  0.62
42 C -2.3860 3.8122 -2.5247  -1.14
43 O -0.4856 3.4209 -1.1311  -0.21
44 H -0.9320 7.3448 -2.8308  0.43
45 H -2.4318 6.9959 -1.9655  0.29
46 H -2.0169 6.1097 -3.4437  0.42
47 H -0.1179 7.0110 -0.4555  0.51
48 H 1.1110 6.2505 -1.4855  0.31
49 H 0.4063 5.3495 -0.1346  0.03
50 H -3.2313 4.4885 -2.3924  0.58
51 H -2.6640 2.8198 -2.1882  -0.33
52 H -2.1545 3.7529 -3.5906  0.48
53 C -3.0865 1.9361 -6.6427  -0.62
54 C -3.7732 1.4727 -5.5270  -0.82
55 C -3.0721 0.9416 -4.4526  -0.36
56 C -1.6768 0.8401 -4.4754  0.97
57 C -0.9978 1.3083 -5.6016  -0.66
58 C -1.7014 1.8524 -6.6759  -0.77
59 Sb -0.6339 0.0742 -2.7414  -0.26
60 C 1.2713 0.0178 -3.6980  0.90
61 C 1.9965 1.2148 -3.6614  -0.31
62 C 3.2428 1.3110 -4.2615  -0.38
63 C 3.7885 0.2017 -4.8999  -0.77
64 C 3.0671 -0.9813 -4.9623  -0.69
65 C 1.8056 -1.0713 -4.3794  -0.59
66 C -1.2758 -1.9624 -2.8832  1.61
67 C -2.6424 -2.2275 -2.9843  -0.30
68 C -3.1136 -3.5328 -3.0080  -0.90
69 C -2.2234 -4.5946 -2.9241  -0.88
70 C -0.8669 -4.3444 -2.7797  -0.99
71 C -0.3941 -3.0370 -2.7487  0.26
72 H -3.6290 2.3616 -7.4786  0.40
73 H -4.8554 1.5273 -5.4898  0.42
74 H -3.6354 0.6157 -3.5845  0.21
75 H 0.0834 1.2439 -5.6644  0.38
76 H -1.1564 2.2073 -7.5435  0.43
77 H 1.5830 2.0846 -3.1567  0.15
78 H 3.7884 2.2464 -4.2310  0.46
79 H 4.7704 0.2645 -5.3540  0.36
80 H 3.4859 -1.8461 -5.4616  0.41
81 H 1.2452 -1.9909 -4.4796  0.55
82 H -3.3627 -1.4200 -3.0168  0.07
83 H -4.1791 -3.7188 -3.0635  0.42
84 H -2.5896 -5.6138 -2.9448  0.40
85 H -0.1687 -5.1652 -2.6647  0.47
86 H 0.6630 -2.8759 -2.5667  0.10
87 C 0.1740 -1.7575 8.2575  -1.63
88 C 0.6933 -1.1595 6.9738  0.74
89 C 0.7526 -1.9013 5.8040  -1.12
90 C 1.2248 -1.3602 4.6135  -0.19
91 C 1.2113 -2.2576 3.3983  -1.38
92 C 1.6645 -0.0194 4.5736  -0.05
93 As 2.1681 0.5506 2.7448  1.10
94 N 0.4401 0.9745 2.1456  1.28
95 C -0.6001 1.2282 3.0993  0.86
96 C -0.6093 2.3625 3.9183  -0.03
97 C -1.6592 2.6079 4.7936  -0.87
98 C -2.7302 1.7243 4.8827  -1.14
99 C -2.7119 0.5741 4.1080  -0.67
100 C -1.6508 0.3232 3.2458  -0.96
101 C 3.2771 2.1551 3.0616  0.91
102 C 3.0529 3.4876 2.7054  0.96
103 C 1.8053 4.0191 2.0378  -1.48
104 C 4.0475 4.4398 2.9551  -0.81
105 C 5.2633 4.1167 3.5267  0.52
106 C 6.3053 5.1665 3.8189  -1.62
107 C 5.4920 2.7786 3.8322  -1.15
108 C 4.5359 1.8010 3.6061  0.34
109 C 4.8867 0.3733 3.9724  -1.68
110 C 1.6069 0.7458 5.7529  2.02
111 C 2.0497 2.1866 5.9004  -2.07
112 C 1.1276 0.1540 6.9219  -1.08
113 H -0.2004 -2.7694 8.0998  0.37
114 H -0.6392 -1.1551 8.6686  0.34
115 H 0.9603 -1.8032 9.0139  0.33
116 H 0.4151 -2.9335 5.8088  0.32
117 H 0.8605 -3.2558 3.6609  0.57
118 H 2.1962 -2.3538 2.9393  0.26
119 H 0.5442 -1.8708 2.6308  -0.36
120 H 0.2202 3.0531 3.8708  0.20
121 H -1.6353 3.4945 5.4174  0.46
122 H -3.5471 1.9143 5.5684  0.41
123 H -3.5158 -0.1500 4.1868  0.55
124 H -1.6169 -0.6093 2.6940  0.22
125 H 1.0834 3.2483 1.7911  -0.97
126 H 2.0967 4.5304 1.1190  0.80
127 H 1.3136 4.7639 2.6695  0.85
128 H 3.8485 5.4749 2.6843  0.34
129 H 6.0528 6.1163 3.3475  0.38
130 H 7.2897 4.8583 3.4605  0.37
131 H 6.3919 5.3396 4.8940  0.31
132 H 6.4482 2.4864 4.2605  0.36
133 H 5.9278 0.3075 4.2894  0.47
134 H 4.7478 -0.3060 3.1276  0.27
135 H 4.2628 -0.0022 4.7863  0.25
136 H 2.1396 2.7163 4.9625  0.13
137 H 3.0243 2.2364 6.3963  0.43
138 H 1.3364 2.7239 6.5280  0.47
139 H 1.0858 0.7610 7.8239  0.44

Summary:
- M (Da) = 1330.89
- maximum force (Eh/bohr) = 0.015
- charge = 0
- energy above the lowest of the compared OMol25 structures with the same formula, charge and spin (kcal/mol) = 0.0
- total energy (eV) = -177444.588
- LUMO (alpha / beta) (eV) = 0.13 / -1.09
- highest occupied orbital energy (alpha / beta) (eV) = -7.136 / -7.204
- 2S+1 = 6

***

# 2
Below is a molecular structure, C7H12O3, with properties calculated with wB97M-V/def2-TZVPD.

Last column: Mulliken charge in e.
Element x y z (Å)
1 C -0.9680 0.8038 -2.5163  -1.45
2 C -0.0026 0.5668 -1.3769  1.02
3 C 0.0507 1.4767 -0.3805  -0.67
4 C -0.0028 1.3047 1.1082  -0.52
5 C 0.6473 0.0553 1.6814  -0.54
6 C 1.8664 -0.3423 1.0102  -0.44
7 O 1.2839 -1.2638 -0.4543  -0.47
8 C 0.3538 -0.8890 -1.2530  0.37
9 O -0.6251 -1.7121 -1.2772  -0.75
10 H -0.9787 1.8682 -2.7791  0.43
11 H -0.7098 0.1947 -3.3934  0.36
12 H -1.9954 0.5220 -2.2498  0.25
13 H -0.1580 2.5044 -0.6952  0.33
14 H 0.4727 2.1917 1.5564  0.35
15 H -1.0525 1.3452 1.4400  0.29
16 H 0.7624 0.1267 2.7693  0.49
17 H -1.2868 -2.0393 0.1065  0.55
18 H 2.4684 0.4647 0.5743  0.34
19 H 2.4641 -1.0955 1.5286  0.28
20 O -1.4733 -2.2135 1.4522  -0.83
21 H -0.7465 -2.8441 1.4751  0.35
22 H -0.3701 -1.0253 1.6735  0.27

Summary:
- M (Da) = 144.17
- maximum force (Eh/bohr) = 0.128
- charge = 0
- energy above the lowest of the compared OMol25 structures with the same formula, charge and spin (kcal/mol) = 127.3
- total energy (eV) = -13590.552
- LUMO (eV) = -0.25
- highest occupied orbital energy (eV) = -9.042
- 2S+1 = 1

***

# 3
Below is a single C3H5NO2 molecule, with properties calculated with wB97M-V/def2-TZVPD.

Last column: Mulliken charge in e.
Element x y z (Å)
1 C -1.5929 -0.3872 -1.1776  -0.65
2 N -1.2632 0.1484 -0.0063  -0.05
3 C -0.1109 0.3890 0.5877  -0.23
4 O 0.9949 -0.0049 -0.1425  -0.25
5 C 2.1844 0.0378 0.4800  0.18
6 O 2.3696 0.3725 1.6206  -0.50
7 H -2.6301 -0.3574 -1.4737  0.26
8 H -2.0995 0.1245 0.5639  0.27
9 H -0.8148 -0.6901 -1.8486  0.26
10 H 0.0015 0.6509 1.6230  0.36
11 H 2.9611 -0.2835 -0.2265  0.36

Summary:
- M (Da) = 87.08
- maximum force (Eh/bohr) = 0.022
- charge = 0
- energy above the lowest of the compared OMol25 structures with the same formula, charge and spin (kcal/mol) = 74.1
- total energy (eV) = -8774.481
- LUMO (alpha / beta) (eV) = 0.83 / 0.83
- highest occupied orbital energy (alpha / beta) (eV) = -6.919 / -6.920
- 2S+1 = 1

***

# 4
Below is a molecular structure, C4H4Br2, with properties calculated with wB97M-V/def2-TZVPD.

Last column: Mulliken charge in e.
Element x y z (Å)
1 C -1.2355 -0.0848 -1.2802  -0.42
2 C -1.3228 1.0727 -0.9990  -0.36
3 C 1.1206 -0.2463 1.2855  -0.65
4 C 0.3532 0.5882 1.9617  0.24
5 Br 0.3665 2.4565 1.7049  -0.09
6 Br -0.8323 0.0093 3.3176  -0.09
7 H -1.1577 -1.1021 -1.5286  0.38
8 H 1.7796 0.0998 0.5057  0.29
9 H -1.3953 2.0962 -0.7722  0.42
10 H 1.0880 -1.3030 1.4859  0.27

Summary:
- M (Da) = 211.88
- maximum force (Eh/bohr) = 0.011
- charge = 0
- energy above the lowest of the compared OMol25 structures with the same formula, charge and spin (kcal/mol) = 41.6
- total energy (eV) = -144294.618
- LUMO (eV) = 0.58
- highest occupied orbital energy (eV) = -9.598
- 2S+1 = 1

***

# 5
Below is a single C7H9N molecule, with properties calculated with wB97M-V/def2-TZVPD.

Last column: Mulliken charge in e.
Element x y z (Å)
1 C -0.0354 0.5412 -1.4851  -0.44
2 C 0.2342 -0.9632 -1.0350  -0.53
3 C -0.7473 -1.2652 0.0149  -0.06
4 C -1.3088 -0.0419 0.4387  -0.91
5 C -0.2802 1.0175 0.9061  -0.22
6 C 0.7068 1.2770 -0.1461  -0.20
7 C 0.7649 -0.9131 0.4943  -0.44
8 H -1.2472 0.5904 -1.6259  0.24
9 H 0.7078 0.3994 -2.4324  0.30
10 H 0.6064 -1.6901 -1.7278  0.49
11 H -0.9135 -2.3927 0.5739  0.33
12 H -2.1382 -0.4008 1.3160  0.26
13 H -1.9737 0.4786 -0.3171  0.27
14 H -0.3606 1.7710 1.6795  0.37
15 H 1.2647 2.1206 -0.2589  0.45
16 H 1.5086 -1.5305 0.7439  0.60
17 N 0.9344 0.3915 0.9889  -0.51

Summary:
- M (Da) = 107.16
- SMILES = C1[C@H]2[C@H]3C[C@H]4[C@@H]1N4[C@H]32
- maximum force (Eh/bohr) = 0.175
- charge = 0
- energy above the lowest of the compared OMol25 structures with the same formula, charge and spin (kcal/mol) = 153.1
- total energy (eV) = -8888.518
- LUMO (eV) = 1.03
- highest occupied orbital energy (eV) = -8.476
- 2S+1 = 1

***

# 6
Below is a molecular structure, C10H13N2O5RuS, with properties calculated with wB97M-V/def2-TZVPD.

Last column: Mulliken charge in e.
Element x y z (Å)
1 O -0.9158 3.3557 -2.8398  -0.18
2 C -0.9070 2.2143 -2.7776  0.12
3 Ru -0.8905 0.2597 -2.7729  0.74
4 C -0.8807 -1.6903 -2.8264  0.22
5 O -0.8741 -2.8289 -2.9082  -0.19
6 C -0.8938 0.2376 -4.9109  -0.10
7 O -0.9814 -0.7331 -5.6127  -0.19
8 C 1.0380 0.2735 -2.9985  0.12
9 O 2.1729 0.2955 -3.1507  -0.18
10 C -2.8289 0.2482 -2.9985  0.24
11 O -3.9618 0.2545 -3.1494  -0.18
12 H -0.8054 1.2861 -5.3658  0.44
13 C 0.0572 -2.4057 3.1846  -1.04
14 C 0.8879 -1.9848 2.0119  -0.57
15 N 0.0298 -1.4103 0.9154  -0.07
16 C 0.0279 -0.1591 0.5339  0.16
17 S -1.4205 0.4144 -0.3728  -0.13
18 N 0.8830 0.7885 1.0115  -0.02
19 C 0.4868 1.3712 2.3843  -0.06
20 C 1.5593 2.2846 2.9026  -1.26
21 H -0.4953 -1.5687 3.5993  0.31
22 H 0.7169 -2.7939 3.9579  0.33
23 H -0.6487 -3.1844 2.9143  0.41
24 H 1.6140 -1.2194 2.2469  0.33
25 H 1.4109 -2.8308 1.5613  0.39
26 H -0.7075 -2.0193 0.5921  0.30
27 H 1.0162 1.6101 0.3960  0.43
28 H -0.4763 1.8961 2.2848  0.37
29 H 0.3481 0.5039 3.0348  0.13
30 H 1.6932 3.1455 2.2588  0.38
31 H 1.2463 2.6339 3.8802  0.40
32 H 2.4993 1.7556 3.0138  0.35

Summary:
- M (Da) = 374.36
- maximum force (Eh/bohr) = 0.085
- charge = +2
- total energy (eV) = -37191.748
- LUMO (alpha / beta) (eV) = -7.39 / -11.68
- highest occupied orbital energy (alpha / beta) (eV) = -12.218 / -17.516
- 2S+1 = 6

***

# 7
Below is a molecular structure, C16H45Be2N3O9, with properties calculated with wB97M-V/def2-TZVPD.

Last column: Mulliken charge in e.
Element x y z (Å)
1 Be 1.2248 -1.3286 0.9559  0.95
2 Be -2.2971 2.3146 0.9237  1.06
3 C -0.2338 0.7665 -0.5690  0.87
4 O 0.5590 0.0171 -1.1534  -0.76
5 O -0.5598 0.5561 0.6368  -0.69
6 O -0.7636 1.8140 -1.0401  -0.76
7 C -2.0822 -2.0671 4.2187  -1.17
8 C -0.7443 -1.6388 3.5526  0.60
9 C 0.4679 -2.1577 4.3503  -1.13
10 O 1.6927 -1.7609 3.7309  -0.13
11 C 2.8215 -2.3075 4.3585  -0.83
12 N -0.7242 -2.2947 2.2440  -0.44
13 H -2.1779 -1.6034 5.2012  0.45
14 H -2.2749 -3.1255 4.3950  0.41
15 H -2.8634 -1.6869 3.5597  0.06
16 H -0.7407 -0.5597 3.4029  0.19
17 H 0.4178 -3.2458 4.4392  0.49
18 H 0.4476 -1.7998 5.3817  0.45
19 H 3.7259 -1.9716 3.8530  0.20
20 H 2.8620 -3.3926 4.4758  0.34
21 H 2.9192 -1.9775 5.3961  0.37
22 H -0.9570 -3.2718 2.3789  0.33
23 H -1.5421 -1.8699 1.8188  0.12
24 C 4.1606 2.0653 1.2106  -1.59
25 C 3.3137 0.8821 0.7973  0.61
26 C 4.1623 -0.0111 -0.1177  -0.95
27 O 3.2071 -1.0011 -0.5984  0.03
28 C 3.8925 -1.9813 -1.3657  -0.93
29 N 3.0159 0.0616 1.9492  -0.19
30 H 5.0753 1.7334 1.7086  0.41
31 H 3.6943 2.6344 2.0165  0.46
32 H 4.4564 2.6746 0.3579  0.39
33 H 2.4753 1.2362 0.1973  -0.35
34 H 5.0761 -0.4352 0.3022  0.48
35 H 4.4961 0.6143 -0.9483  0.48
36 H 4.3418 -1.5986 -2.2839  0.25
37 H 3.2752 -2.8432 -1.6110  0.35
38 H 4.7733 -2.3133 -0.8107  0.36
39 H 2.9332 0.6449 2.7772  0.31
40 H 3.9089 -0.3295 2.2362  0.35
41 C -5.3111 0.6114 -2.3590  -1.61
42 C -4.8004 0.9577 -0.9985  0.62
43 C -4.0240 -0.2498 -0.3499  -0.78
44 O -3.8903 0.0066 1.0470  -0.10
45 C -4.8718 -0.7160 1.7755  -0.94
46 N -3.8599 2.0416 -1.1295  -0.24
47 H -5.8107 1.4357 -2.8676  0.43
48 H -6.0489 -0.1858 -2.2502  0.45
49 H -4.5520 0.2002 -3.0258  0.30
50 H -5.6836 1.2311 -0.4207  0.31
51 H -3.0207 -0.3101 -0.7754  0.19
52 H -4.4928 -1.2022 -0.5977  0.48
53 H -5.8049 -0.1780 1.6036  0.30
54 H -4.6824 -0.6853 2.8490  0.26
55 H -4.8802 -1.7821 1.5482  0.41
56 H -4.2870 2.9192 -1.4067  0.38
57 H -3.2596 1.8542 -1.9335  0.24
58 C 2.2020 -0.3981 -4.4090  -0.41
59 O 1.4827 -1.2498 -3.5802  -0.51
60 H 2.1183 -0.8252 -5.4082  0.32
61 H 1.8740 0.6426 -4.4331  0.08
62 H 3.2380 -0.4341 -4.0619  0.15
63 H 1.1519 -0.7969 -2.7988  0.47
64 C 2.0676 3.2512 -2.4972  -0.08
65 O 0.9553 4.0360 -2.0749  -0.56
66 H 2.3465 3.4175 -3.5363  0.33
67 H 2.8441 3.4958 -1.7675  0.22
68 H 2.0480 2.1748 -2.3046  -0.25
69 H 0.2329 3.4408 -1.8545  0.34
70 C -1.4193 1.2386 -4.3945  -0.77
71 O -2.1571 1.7438 -3.2950  -0.64
72 H -2.0454 1.2752 -5.2838  0.37
73 H -0.4779 1.7529 -4.6012  0.25
74 H -1.0505 0.2288 -4.1999  0.28
75 H -1.5667 1.6153 -2.5366  0.22

Summary:
- M (Da) = 441.57
- maximum force (Eh/bohr) = 0.101
- charge = +2
- total energy (eV) = -41000.658
- LUMO (eV) = -9.61
- highest occupied orbital energy (eV) = -13.853
- 2S+1 = 1

***

# 8
Below is a single C4H8O2 molecule, with properties calculated with wB97M-V/def2-TZVPD.

Last column: Mulliken charge in e.
Element x y z (Å)
1 C -0.6882 1.8845 1.2904  -0.74
2 O -0.9388 1.6142 -0.0709  -0.36
3 C -0.5907 0.3807 -0.5112  -0.16
4 C 1.1955 -1.6798 -1.1011  -0.69
5 C -0.5465 -0.7536 0.1818  -0.07
6 O 0.0047 -1.8832 -0.3641  -0.35
7 H -0.6910 2.9717 1.3725  0.24
8 H -1.4602 1.4692 1.9502  0.28
9 H 0.2894 1.4847 1.5977  0.36
10 H -0.3027 0.3747 -1.5576  0.32
11 H 1.0843 -0.9980 -1.9490  0.27
12 H 2.0023 -1.2850 -0.4664  0.32
13 H 1.4577 -2.6578 -1.4971  0.23
14 H -0.9777 -0.9031 1.1720  0.35

Summary:
- M (Da) = 88.11
- SMILES = CO/C=C/OC
- maximum force (Eh/bohr) = 0.007
- charge = 0
- energy above the lowest of the compared OMol25 structures with the same formula, charge and spin (kcal/mol) = 62.9
- total energy (eV) = -8370.552
- LUMO (eV) = 1.01
- highest occupied orbital energy (eV) = -8.259
- 2S+1 = 1